Record 1
{"formula": "C38H38IrN6O3P2", "method": "ωB97M-V/def2-TZVPD", "e_homo_ev": [-11.202, -12.538], "homo_lumo_gap_ev": [5.5, 6.9], "de_lowest_kcal_mol": 20.9, "energy_ev": -76511.4688, "charge": 2, "multiplicity": 2, "elements": ["Ir", "C", "N", "C", "C", "N", "C", "P", "C", "N", "C", "C", "N", "C", "C", "N", "C", "C", "N", "C", "H", "H", "H", "H", "H", "H", "H", "H", "H", "H", "H", "H", "H", "H", "H", "C", "C", "C", "O", "C", "O", "O", "H", "H", "H", "H", "H", "H", "H", "C", "C", "C", "C", "C", "C", "P", "C", "C", "C", "C", "C", "C", "C", "C", "C", "C", "C", "C", "C", "C", "C", "C", "H", "H", "H", "H", "H", "H", "H", "H", "H", "H", "H", "H", "H", "H", "H", "H"], "xyz": [[1.366879, 0.169238, 0.820427], [-3.416378, 2.228947, 2.572987], [-2.450093, 1.261050, 2.056624], [-2.730155, -0.036343, 1.723981], [-1.569827, -0.591513, 1.272977], [-0.595246, 0.363290, 1.332937], [-1.138750, 1.478769, 1.811671], [-0.293418, 3.078026, 1.984766], [1.149954, 2.438177, 2.884079], [1.812327, 1.342937, 2.527305], [2.789491, 1.137585, 3.458143], [2.709497, 2.125631, 4.395082], [1.673682, 2.937876, 4.023676], [1.209675, 4.104399, 4.771839], [0.402718, 3.078099, 0.300047], [0.965762, 2.034755, -0.304538], [1.049509, 2.344281, -1.628685], [0.566699, 3.606247, -1.823701], [0.153809, 4.057103, -0.603818], [-0.427653, 5.371512, -0.341245], [-4.328572, 1.696712, 2.825204], [-3.641010, 2.983823, 1.822078], [-3.028357, 2.705911, 3.469343], [-3.713602, -0.455495, 1.848200], [-1.360090, -1.590420, 0.935279], [3.468560, 0.306461, 3.402639], [3.298703, 2.319965, 5.274251], [2.053642, 4.534959, 5.302956], [0.442287, 3.815621, 5.487399], [0.811045, 4.846834, 4.086136], [1.393667, 1.643422, -2.369022], [0.478250, 4.203070, -2.714728], [-0.497324, 5.906537, -1.283400], [0.204983, 5.936711, 0.339207], [-1.424622, 5.271183, 0.082194], [-3.801680, -0.185109, -2.155613], [-2.394004, -0.357975, -2.603708], [-2.094481, -0.622018, -4.033012], [-1.451557, 0.444333, -1.980173], [-2.310323, -3.524809, -1.354914], [-3.217969, -3.677424, -2.051201], [-1.396702, -3.373426, -0.649234], [-4.234265, 0.752077, -2.539498], [-3.878817, -0.166830, -1.063780], [-4.426620, -1.000508, -2.517936], [-2.374542, 0.241883, -4.654260], [-2.660588, -1.480457, -4.395266], [-1.033618, -0.801104, -4.192629], [-1.898061, 0.960926, -1.299811], [2.074127, -2.404456, -5.155009], [0.916110, -2.591477, -4.412251], [0.877034, -2.207799, -3.082092], [1.996247, -1.634482, -2.482035], [3.162449, -1.459890, -3.227239], [3.194763, -1.841244, -4.559995], [1.914336, -1.331629, -0.707292], [3.450420, -0.385007, -0.125465], [4.251735, -0.882180, 0.919652], [5.455839, -0.277911, 1.235893], [5.889899, 0.817148, 0.504332], [5.126866, 1.320076, -0.546807], [3.923400, 0.725348, -0.858518], [2.010408, -2.909633, 0.103976], [2.329533, -4.113794, -0.461798], [2.373445, -5.263325, 0.354167], [2.070092, -5.174104, 1.685657], [1.714394, -3.937438, 2.283822], [1.332394, -3.830921, 3.642315], [0.943307, -2.622078, 4.137224], [0.960760, -1.460953, 3.325532], [1.373227, -1.494409, 2.015621], [1.707332, -2.777397, 1.481801], [2.105829, -2.704311, -6.193715], [0.041275, -3.035581, -4.868443], [-0.027058, -2.358144, -2.503238], [4.060352, -1.060096, -2.777138], [4.104578, -1.708403, -5.129679], [3.919513, -1.748936, 1.474917], [6.062789, -0.668477, 2.041732], [6.837140, 1.281916, 0.746577], [5.481253, 2.166608, -1.118768], [3.344970, 1.103863, -1.688476], [2.535918, -4.194141, -1.522096], [2.635431, -6.217728, -0.081277], [2.084847, -6.064075, 2.302997], [1.334612, -4.713419, 4.269247], [0.619400, -2.539913, 5.166926], [0.637984, -0.528684, 3.775520]], "forces_ev_per_a": [[-0.59, 0.28, 0.32], [0.00, 0.00, 0.00], [0.02, -0.04, 0.00], [-0.01, -0.02, 0.02], [0.05, 0.00, 0.09], [0.17, -0.18, -0.18], [-0.16, 0.06, -0.04], [0.23, 0.09, 0.03], [-0.04, -0.10, -0.05], [-0.02, 0.23, -0.11], [0.05, 0.06, 0.03], [-0.01, 0.02, -0.06], [0.03, 0.05, 0.01], [0.00, -0.01, 0.01], [-0.09, 0.03, -0.01], [0.07, -0.14, 0.09], [0.05, 0.08, -0.07], [0.00, -0.03, 0.02], [0.02, -0.02, -0.03], [0.00, 0.01, 0.01], [0.00, 0.00, 0.00], [0.00, 0.00, 0.00], [0.00, 0.00, 0.00], [0.00, 0.00, 0.00], [-0.02, -0.02, -0.02], [-0.01, -0.01, -0.01], [-0.01, -0.01, 0.01], [0.00, 0.00, 0.00], [0.00, 0.00, 0.00], [-0.01, 0.00, 0.00], [0.04, -0.01, 0.01], [-0.01, 0.00, 0.00], [-0.01, 0.00, 0.00], [0.00, 0.00, 0.00], [0.00, 0.00, 0.00], [0.00, -0.03, 0.02], [-0.01, -0.02, 0.07], [-0.03, 0.02, -0.03], [-0.05, 0.07, -0.14], [0.02, 0.02, 0.06], [0.00, -0.01, -0.03], [-0.05, 0.01, -0.04], [0.00, 0.01, 0.00], [0.01, 0.00, -0.01], [-0.01, 0.01, -0.01], [-0.01, -0.01, 0.00], [0.00, 0.00, -0.01], [0.00, 0.03, 0.00], [0.07, -0.07, 0.10], [0.00, 0.01, 0.05], [0.05, -0.01, -0.02], [-0.16, 0.01, 0.10], [0.09, 0.15, 0.04], [0.05, -0.03, 0.01], [-0.01, 0.00, -0.03], [0.73, -0.04, -0.15], [-0.19, -0.25, -0.32], [-0.03, -0.03, -0.01], [-0.05, -0.05, 0.03], [0.03, 0.07, -0.04], [0.03, 0.00, 0.03], [-0.12, -0.02, 0.06], [-0.09, 0.14, 0.05], [0.01, -0.12, -0.02], [0.00, 0.05, -0.03], [-0.01, 0.05, -0.01], [0.00, -0.12, 0.01], [0.01, 0.00, 0.02], [-0.02, 0.04, 0.00], [0.05, -0.04, 0.06], [0.00, -0.16, 0.02], [-0.11, -0.08, 0.06], [0.00, 0.00, 0.00], [0.01, -0.01, -0.01], [0.02, 0.04, -0.01], [0.00, 0.03, 0.06], [-0.01, 0.00, -0.01], [0.06, 0.00, 0.00], [-0.01, -0.01, 0.00], [0.00, 0.00, 0.00], [-0.01, 0.00, -0.01], [-0.01, 0.02, 0.00], [0.01, 0.02, 0.00], [-0.01, 0.00, -0.01], [-0.01, 0.01, 0.01], [0.00, -0.01, -0.01], [0.01, 0.01, 0.00], [0.02, -0.02, 0.01]]}

Record 2
{"formula": "C33H77N6NiO13", "method": "ωB97M-V/def2-TZVPD", "e_homo_ev": [-10.265, -10.103], "homo_lumo_gap_ev": [8.3, 7.4], "de_lowest_kcal_mol": 12.6, "energy_ev": -112056.0788, "charge": 1, "multiplicity": 3, "elements": ["Ni", "C", "C", "C", "O", "H", "H", "H", "H", "H", "H", "H", "C", "O", "C", "C", "O", "C", "C", "O", "C", "H", "H", "H", "H", "H", "H", "H", "H", "H", "H", "H", "H", "H", "H", "C", "O", "C", "C", "O", "C", "C", "O", "C", "H", "H", "H", "H", "H", "H", "H", "H", "H", "H", "H", "H", "H", "H", "C", "O", "N", "C", "C", "H", "H", "H", "H", "H", "H", "H", "C", "O", "N", "C", "C", "H", "H", "H", "H", "H", "H", "H", "C", "O", "N", "C", "C", "H", "H", "H", "H", "H", "H", "H", "C", "O", "N", "C", "C", "H", "H", "H", "H", "H", "H", "H", "C", "O", "N", "C", "C", "H", "H", "H", "H", "H", "H", "H", "C", "O", "N", "C", "C", "H", "H", "H", "H", "H", "H", "H"], "xyz": [[-2.728945, 0.303275, 3.019509], [-2.141363, -0.235539, -1.482688], [-1.523410, -0.469413, -0.021612], [-0.015237, -0.248094, -0.088697], [-2.192153, 0.177630, 1.027536], [-2.963552, -0.936016, -1.629083], [-1.400044, -0.464028, -2.248428], [-2.482815, 0.779589, -1.685197], [-1.688254, -1.526374, 0.187594], [0.443083, -0.512190, 0.864352], [0.103099, 0.792327, -0.391353], [0.414661, -0.796903, -0.926606], [4.946870, 4.973202, 3.676140], [5.149699, 3.998840, 2.600040], [4.525647, 4.362674, 1.328211], [4.509900, 3.113100, 0.250690], [3.199218, 2.903372, -0.418294], [2.681483, 3.961590, -1.210414], [1.136433, 3.680240, -1.185443], [0.458919, 4.859797, -1.244631], [-0.879157, 4.720945, -0.743298], [5.323449, 4.563547, 4.613407], [3.911993, 5.301909, 3.771460], [5.371420, 5.964149, 3.515231], [5.074878, 5.290786, 1.169942], [3.472003, 4.607229, 1.462840], [4.919572, 2.164602, 0.598000], [5.156059, 3.442067, -0.563165], [3.104030, 3.957031, -2.215168], [2.981023, 4.861272, -0.672864], [0.914429, 2.985828, -0.375125], [0.621516, 3.171867, -2.000623], [-0.719086, 4.371828, 0.276797], [-1.540807, 4.194507, -1.431189], [-1.324367, 5.710590, -0.845745], [4.924255, -3.578963, 0.913800], [4.072148, -4.272413, 1.861019], [4.154120, -5.672849, 1.630785], [2.894707, -6.107834, 1.004305], [2.888719, -5.481590, -0.379504], [1.569202, -4.861966, -0.683221], [1.727358, -3.815497, -1.779491], [2.416287, -4.141194, -2.930810], [1.728505, -4.571136, -4.075331], [5.963228, -3.908580, 0.914668], [4.706323, -2.543613, 1.175815], [4.502208, -3.775270, -0.071814], [4.250454, -6.132790, 2.614288], [5.066547, -5.885358, 1.073619], [2.157354, -5.733814, 1.714605], [2.689716, -7.178064, 0.978102], [1.162484, -4.441584, 0.236547], [0.892048, -5.681825, -0.922825], [2.247582, -3.009884, -1.261362], [0.813107, -3.319782, -2.105844], [1.344212, -3.602290, -4.394317], [0.845556, -5.200397, -3.963340], [2.331576, -5.039682, -4.853059], [-0.468746, -2.313456, 2.935068], [-1.536602, -1.736037, 3.261241], [0.504176, -2.669293, 3.832487], [1.674612, -3.442501, 3.431739], [0.236304, -2.657259, 5.312247], [0.017397, -2.542686, 1.974170], [1.838324, -4.416753, 3.892324], [2.535438, -2.872558, 3.781389], [1.888205, -3.431037, 2.362927], [0.596945, -1.779857, 5.849085], [-0.826617, -2.679491, 5.552663], [0.594075, -3.606882, 5.710133], [-4.626285, -1.871734, 1.741071], [-4.197421, -1.105564, 2.644090], [-5.509326, -1.468932, 0.795540], [-6.023378, -0.085753, 0.844933], [-5.696037, -2.153745, -0.418239], [-4.287089, -2.892925, 1.508010], [-6.917253, 0.037730, 0.233509], [-5.255802, 0.502706, 0.342292], [-5.981846, 0.367114, 1.835530], [-6.244575, -1.603652, -1.182833], [-4.812796, -2.556638, -0.913899], [-6.290425, -3.044198, -0.213576], [-0.063225, 1.713940, 2.779960], [-0.983623, 1.140382, 3.283039], [1.180687, 1.916238, 3.330570], [2.161273, 2.792509, 2.666846], [1.535770, 1.306911, 4.670231], [-0.241853, 2.190506, 1.803653], [2.885933, 2.140654, 2.178944], [2.616305, 3.634137, 3.189064], [1.898598, 3.276534, 1.726191], [0.740145, 0.740556, 5.154301], [2.441210, 0.700737, 4.641443], [1.742943, 2.071835, 5.418607], [-3.155081, 3.420316, 3.385172], [-3.269009, 2.328861, 2.810227], [-3.510863, 4.555586, 2.758483], [-3.596177, 5.805895, 3.446690], [-3.726199, 4.688488, 1.233999], [-2.682038, 3.662119, 4.349515], [-3.006602, 5.783309, 4.363192], [-4.571930, 6.116403, 3.820314], [-3.003664, 6.561030, 2.930176], [-4.566323, 5.356731, 1.044933], [-2.865108, 5.226365, 0.837386], [-3.919990, 3.775024, 0.671752], [1.866239, 1.524170, -5.658973], [2.877795, 2.057902, -6.075539], [1.862119, 0.406428, -4.923184], [0.701656, -0.305790, -4.334424], [3.123192, -0.054772, -4.400919], [0.841631, 1.849909, -5.896199], [0.551804, -0.300462, -3.254782], [0.748407, -1.324084, -4.720404], [-0.185801, 0.178594, -4.741728], [3.941494, 0.665224, -4.410094], [2.910958, -0.244827, -3.348805], [3.367691, -0.948600, -4.974862], [-4.741420, -3.099310, -5.864624], [-4.960829, -4.016185, -5.114857], [-4.240788, -1.947690, -5.443150], [-3.874302, -0.833327, -6.332502], [-4.103297, -1.526659, -4.001834], [-4.747832, -3.061557, -6.964960], [-2.826573, -0.562070, -6.202977], [-4.297499, 0.153396, -6.144404], [-4.128021, -1.106504, -7.356752], [-3.046701, -1.259696, -4.022705], [-4.854097, -0.785860, -3.726833], [-4.206172, -2.408756, -3.369842]], "forces_ev_per_a": [[1.10, -1.12, -3.10], [0.28, -0.25, 1.26], [-1.10, -0.60, 0.21], [-0.76, 0.52, -0.35], [-0.20, 1.36, -0.53], [-0.16, 0.19, 0.03], [0.11, -0.14, 0.03], [-0.05, 0.12, 0.36], [0.19, -0.76, -0.37], [0.29, 0.28, -0.11], [0.47, 0.33, 0.51], [0.14, -0.43, 0.23], [-0.25, -0.14, -1.16], [-0.90, 0.15, 0.68], [0.27, -1.38, 1.09], [-0.30, 2.67, -1.19], [1.64, -1.01, 1.75], [-0.58, -1.07, 0.67], [0.83, -0.69, -1.30], [-1.50, 2.23, 1.14], [1.19, 1.35, -0.98], [-0.06, -0.14, -0.30], [-0.59, -0.76, 0.14], [0.98, -0.16, -0.46], [-0.15, -0.08, -1.62], [-0.13, 0.22, 0.21], [-0.55, 0.18, 0.44], [0.37, -0.10, 0.02], [0.04, 0.03, -0.08], [-0.75, 0.62, -0.46], [0.04, 0.54, 0.96], [1.32, -1.14, -0.91], [-1.07, -0.24, 0.06], [0.23, -1.19, 0.30], [0.23, 0.31, 0.78], [-1.91, 0.11, 0.19], [1.22, -0.05, -0.51], [0.86, 0.09, 0.88], [-0.39, 0.58, -1.92], [-2.00, 0.03, 1.98], [0.97, -1.81, -0.07], [-0.28, 0.80, 0.50], [2.17, -1.66, 0.48], [-1.35, 1.42, -0.18], [0.05, 0.27, 0.47], [0.86, 0.18, -0.21], [0.24, 0.10, -0.20], [0.04, -0.30, 0.10], [-0.14, -0.29, -0.20], [-0.68, 0.52, -0.63], [0.47, -0.15, -0.45], [0.07, 0.54, -0.04], [-0.12, -0.09, -0.40], [0.61, 0.19, -0.32], [-0.86, -0.33, 0.47], [-0.42, -0.14, -1.25], [0.07, -0.34, 0.72], [0.53, 0.28, 0.50], [0.53, 0.94, 2.27], [1.84, -1.09, -0.92], [-1.71, -0.56, 1.16], [1.31, 1.49, 0.14], [-0.62, -0.38, -0.76], [-1.33, 0.31, -0.73], [-0.81, -0.19, -0.18], [0.24, 0.03, 0.22], [-0.66, -0.34, -0.05], [0.60, -0.14, -0.28], [-0.19, 0.11, -0.65], [0.48, 0.32, 0.16], [-0.01, 1.98, -1.03], [-0.98, -1.22, -0.43], [0.62, 1.85, 2.39], [1.65, 0.38, -0.65], [-0.79, -2.39, -1.33], [0.28, 0.12, 0.77], [-0.24, -0.27, 0.68], [0.14, 0.26, -0.34], [-0.77, -0.61, 0.09], [0.09, 0.35, 0.40], [0.45, 0.44, 0.27], [-0.29, -0.15, -0.21], [2.56, 2.06, -0.90], [-0.76, -1.63, 2.70], [-1.40, -0.11, 0.70], [0.50, -0.85, -1.38], [0.01, 0.81, -0.25], [0.51, -0.01, -0.04], [0.80, 0.00, 0.84], [-0.14, -0.73, 0.95], [-1.61, -0.16, 0.11], [-0.26, -0.13, -0.85], [-0.10, -0.09, -0.51], [0.09, 0.48, -0.32], [-0.27, 0.71, -1.73], [-0.24, -0.24, 0.89], [-0.52, -0.33, -1.99], [1.51, 0.67, 1.36], [-0.19, 0.23, 1.29], [-0.34, -0.75, 0.21], [0.06, -0.58, 0.34], [-0.24, 0.03, -0.84], [-0.77, 0.32, -0.51], [-0.18, -0.10, 0.38], [0.15, -0.30, 0.10], [0.33, -0.21, 0.64], [-0.36, 0.11, -0.61], [-0.44, 0.16, 0.17], [-0.16, -0.23, 1.79], [-0.07, 0.95, -1.87], [0.02, -0.48, 0.44], [-0.04, 0.31, -0.13], [0.82, 0.21, 0.11], [-0.20, -0.14, 0.28], [-0.19, -0.15, -0.14], [-0.35, 0.10, -0.54], [0.43, -0.62, 0.08], [0.55, -0.20, 0.48], [0.91, 0.10, -0.13], [-0.80, -0.99, -0.04], [0.04, 3.84, 1.44], [0.07, -0.44, -0.16], [0.45, -1.94, -1.80], [-0.51, -0.77, -0.18], [0.44, -0.67, -0.36], [-1.05, -0.31, 0.44], [0.36, 0.08, -0.03], [-0.24, 0.80, 0.92], [0.42, 0.28, -0.11], [-0.10, 0.01, -0.10]]}